1.
C51H44I2NO4P2SSr as an isolated structure, computed with ωB97M-V/def2-TZVPD.

Geometry as XYZ:
```
106
Properties=species:S:1:pos:R:3:lowdin_charge:R:1
I 0.170 -3.078 -6.266 0.78
I 3.160 -1.516 -4.980 0.87
Sr 0.635 -1.638 -1.452 1.26
S -1.165 1.112 -0.481 0.92
P 1.997 1.182 -1.065 1.03
P -0.720 -1.665 1.279 1.05
O -0.650 -1.024 -3.430 -0.25
O 1.060 -3.392 -0.138 -0.35
O 0.276 -5.456 0.247 0.06
O -1.227 1.138 -2.011 -0.54
N 1.701 -3.809 -2.638 -0.09
C -1.860 -3.022 0.768 -0.34
C 2.489 2.339 -4.906 -0.09
C 2.028 -2.895 4.744 -0.08
C -0.698 5.474 0.836 -0.15
C 4.710 1.930 -4.087 -0.09
C 1.219 6.948 0.841 -0.09
C 3.892 -0.685 -0.433 -0.14
C 2.752 5.047 -0.059 0.01
C 1.757 -1.706 -6.545 -1.16
C -2.954 0.085 1.365 -0.14
C 0.509 -3.555 2.996 -0.08
C -4.597 -0.153 3.202 -0.14
C -6.553 0.730 2.071 -0.09
C 3.862 2.332 -5.108 -0.09
C 3.568 0.959 1.283 -0.08
C 1.359 -3.886 4.040 -0.06
C -2.785 0.711 0.089 -0.35
C 3.284 0.492 0.005 -0.39
C 4.781 -1.371 0.375 -0.06
C -2.186 -3.144 -0.584 -0.13
C -3.720 -4.921 -0.103 -0.06
C 0.414 4.750 0.352 -0.08
C -5.331 0.775 1.190 -0.14
C -1.902 4.856 0.949 0.00
C -1.988 3.510 0.542 -0.03
C 0.389 3.402 -0.052 -0.11
C -3.113 -4.077 -1.019 -0.07
C 0.317 -2.221 2.658 -0.39
C -0.291 6.882 1.171 -0.09
C -4.239 0.235 1.894 -0.08
C -3.646 -0.705 4.003 0.01
C 1.007 -1.229 3.351 -0.12
C -6.052 0.169 3.429 -0.09
C 2.763 3.703 -0.462 -0.07
C 1.655 2.876 -0.474 -0.28
C 5.066 -0.890 1.647 -0.06
C 2.813 1.556 -2.652 -0.40
C 1.855 -1.563 4.392 -0.09
C -2.381 -0.999 3.436 -0.06
C -5.163 1.209 -0.094 0.00
C 1.022 -4.922 -1.955 -0.16
C 4.456 0.270 2.096 -0.07
C 4.187 1.546 -2.860 -0.12
C 0.756 -4.602 -0.470 -0.68
C -3.856 1.210 -0.621 -0.06
C 1.964 1.945 -3.688 -0.11
C 1.564 5.569 0.350 -0.14
C -2.025 -0.682 2.146 -0.28
C -2.500 -3.861 1.673 -0.07
C -3.409 -4.812 1.243 -0.05
C -0.922 2.798 0.037 -0.27
H -3.849 -0.992 5.025 0.12
H 5.758 -1.419 2.286 0.11
H -3.662 1.665 -1.583 0.12
H -7.000 1.719 2.173 0.12
H 3.094 1.862 1.648 0.11
H -0.957 -0.168 -3.036 -0.01
H 1.570 -5.869 -1.981 0.13
H 1.505 -4.926 4.296 0.11
H -3.358 -4.147 -2.071 0.11
H 4.857 1.248 -2.064 0.11
H -7.314 0.085 1.631 0.12
H 1.341 -0.725 -6.734 -0.04
H 2.304 -2.068 -7.407 -0.04
H 4.669 0.643 3.089 0.11
H 5.247 -2.278 0.018 0.11
H -5.984 1.601 -0.679 0.12
H -4.435 -5.660 -0.437 0.11
H -1.750 -2.511 -1.358 0.06
H 3.708 3.291 -0.787 0.11
H -3.880 -5.468 1.961 0.11
H -2.286 -3.773 2.730 0.11
H 0.042 -4.336 2.413 0.09
H 4.271 2.638 -6.060 0.11
H 0.878 -0.183 3.090 0.11
H 2.655 -3.780 -2.286 0.07
H 0.056 -5.096 -2.439 0.12
H -1.390 -1.355 -3.945 0.03
H 2.688 -3.159 5.558 0.10
H -2.780 5.358 1.333 0.12
H -6.169 0.900 4.231 0.12
H 1.816 7.210 1.715 0.12
H 3.666 5.622 -0.082 0.12
H -1.682 -1.567 4.039 0.11
H 0.890 1.961 -3.533 0.10
H 1.434 7.695 0.076 0.13
H -6.608 -0.720 3.727 0.12
H -2.943 3.020 0.642 0.10
H 5.780 1.922 -4.240 0.11
H 1.777 -3.996 -3.632 0.00
H -0.490 7.102 2.221 0.13
H 3.688 -1.078 -1.432 0.09
H -0.867 7.599 0.584 0.13
H 1.825 2.656 -5.698 0.11
H 2.381 -0.784 4.927 0.10
```

## Properties
**Kohn-Sham gap**: 7.873 eV
**Net charge**: +1

2.
A 2-piece molecular cluster, C2H7N2O overall, computed with ωB97M-V/def2-TZVPD.

Geometry as XYZ:
```
12
Properties=species:S:1:pos:R:3:lowdin_charge:R:1
O 1.055 0.327 -1.295 0.01
N -1.265 -0.046 -0.781 0.26
N 0.817 1.582 -0.611 0.14
C 0.889 -0.855 1.693 0.23
C 0.161 0.351 -0.331 -0.38
H 0.168 2.092 -1.236 0.12
H -0.186 -0.763 1.972 0.03
H -1.907 -0.222 0.037 0.19
H -1.181 -1.044 -0.997 0.17
H -1.562 0.613 -1.450 0.14
H 1.717 -0.304 1.985 0.00
H 1.295 -1.730 1.015 0.09
```

## Properties
**Kohn-Sham gap (alpha / beta)**: 9.081 / 9.083 eV
**Net charge**: +1

Calculated DFT total energy, -4032.51083; -264.64114 a.u. (same order as the records).
Calculated relative energy (zero: lowest compared OMol25 entry of this formula, charge and spin), 0.0; 182.0 kcal per mole (same order as the records).